Record 1
A structure of composition C36H47CsOSSb in a non-equilibrium geometry, computed with ωB97M-V/def2-TZVPD.

```
87
Properties=species:S:1:pos:R:3:forces:R:3:lowdin_charge:R:1
Cs 1.189 -0.074 0.917 1.37 -3.03 -0.24 1.10
C 4.488 -2.795 1.732 -0.06 0.04 0.01 -0.03
C 3.033 -2.858 2.116 -0.06 0.02 0.09 -0.24
C 2.116 -3.465 1.250 -0.10 -0.04 0.12 -0.24
C 2.569 -3.906 -0.117 -0.02 0.05 0.08 -0.04
C 0.797 -3.674 1.669 0.13 0.17 0.04 -0.21
C -0.189 -4.418 0.811 0.08 0.02 0.03 -0.03
C 0.390 -3.235 2.934 0.13 0.07 -0.07 -0.20
C -1.040 -3.417 3.365 0.11 0.03 -0.03 -0.03
C 1.309 -2.642 3.803 0.03 0.07 -0.18 -0.20
C 0.919 -2.336 5.225 0.01 -0.01 -0.11 -0.03
C 2.617 -2.394 3.368 -0.13 -0.03 -0.11 -0.22
C 3.556 -1.622 4.258 -0.05 -0.07 -0.06 -0.04
H 4.712 -1.978 1.040 0.07 -0.03 0.01 0.09
H 4.775 -3.728 1.254 0.12 0.00 -0.10 0.09
H 5.110 -2.682 2.614 0.11 0.04 -0.05 0.07
H 1.760 -3.844 -0.841 0.06 -0.03 -0.07 0.07
H 2.922 -4.939 -0.086 0.02 -0.07 -0.13 0.10
H 3.389 -3.289 -0.477 0.01 -0.02 -0.07 0.08
H -0.911 -3.736 0.358 -0.09 -0.08 -0.06 0.06
H -0.737 -5.131 1.422 -0.13 -0.05 -0.04 0.09
H 0.305 -4.979 0.025 -0.04 -0.03 -0.09 0.08
H -1.715 -3.368 2.515 -0.09 -0.01 0.02 0.08
H -1.326 -2.645 4.074 -0.13 -0.01 0.03 0.08
H -1.175 -4.385 3.847 -0.14 -0.09 0.07 0.10
H 0.518 -1.324 5.334 -0.01 0.01 0.11 0.09
H 1.777 -2.439 5.882 0.01 0.08 0.10 0.08
H 0.166 -3.040 5.568 -0.06 0.04 0.09 0.08
H 4.076 -2.286 4.948 0.11 0.04 0.11 0.10
H 2.999 -0.895 4.847 0.10 0.05 0.06 0.08
H 4.304 -1.088 3.674 0.00 0.03 0.09 0.08
C -2.613 3.770 -5.429 -0.02 0.04 -0.06 -0.08
C -2.974 3.938 -4.103 -0.08 0.05 -0.03 -0.08
C -2.363 3.168 -3.128 -0.01 0.03 0.18 -0.16
C -1.403 2.224 -3.472 0.29 -0.12 0.49 -0.39
C -1.047 2.061 -4.803 0.12 -0.09 -0.06 -0.11
C -1.650 2.838 -5.779 -0.03 0.01 -0.07 -0.07
Sb -0.502 1.059 -1.896 -0.60 0.12 -1.27 1.44
C 0.974 0.136 -3.168 -0.21 0.17 0.31 -0.42
C 0.702 -0.942 -3.997 -0.13 -0.21 0.01 -0.13
C 1.688 -1.459 -4.822 0.01 -0.10 -0.08 -0.07
C 2.955 -0.898 -4.835 0.05 0.07 -0.02 -0.08
C 3.231 0.193 -4.027 0.12 0.05 -0.01 -0.08
C 2.242 0.703 -3.200 0.07 0.22 0.21 -0.15
C -1.948 -0.532 -2.072 0.29 0.34 0.13 -0.39
C -1.605 -1.831 -1.726 0.17 -0.04 0.09 -0.17
C -2.513 -2.863 -1.893 0.04 -0.19 0.06 -0.09
C -3.780 -2.603 -2.390 0.00 -0.02 -0.01 -0.07
C -4.133 -1.306 -2.723 -0.09 0.01 0.00 -0.07
C -3.222 -0.277 -2.557 -0.02 0.23 -0.03 -0.11
H -3.082 4.369 -6.193 -0.06 0.09 -0.11 0.11
H -3.725 4.670 -3.837 -0.01 0.00 0.04 0.11
H -2.643 3.302 -2.088 -0.01 0.06 0.03 0.09
H -0.298 1.330 -5.083 -0.02 0.05 -0.03 0.09
H -1.371 2.721 -6.817 0.03 -0.04 -0.03 0.11
H -0.287 -1.382 -4.007 -0.02 -0.04 -0.02 0.10
H 1.466 -2.301 -5.462 -0.03 -0.05 -0.05 0.11
H 3.721 -1.294 -5.484 0.05 -0.07 -0.04 0.11
H 4.211 0.652 -4.043 0.01 0.00 -0.02 0.11
H 2.455 1.579 -2.593 0.07 -0.05 0.01 0.09
H -0.602 -2.049 -1.358 -0.07 -0.07 -0.05 0.08
H -2.219 -3.876 -1.654 -0.04 -0.07 0.04 0.10
H -4.489 -3.405 -2.523 -0.05 -0.11 -0.03 0.11
H -5.110 -1.085 -3.129 -0.09 -0.05 0.02 0.11
H -3.503 0.734 -2.824 -0.04 -0.04 -0.08 0.09
C 0.106 5.367 0.667 -0.08 0.05 0.05 -0.09
C 0.148 5.405 2.191 -0.03 -0.14 -0.27 -0.27
C 1.029 4.297 2.745 -0.23 -0.32 0.21 -0.32
S 0.382 2.572 2.742 -0.32 1.43 1.32 0.89
O 0.286 2.096 1.335 -0.95 1.94 -0.47 -1.03
C -1.351 2.885 3.296 0.41 -0.20 0.06 -0.31
C -2.325 3.063 2.138 -0.02 -0.12 -0.16 -0.29
C -3.111 1.785 1.866 0.12 0.08 0.00 -0.09
H -0.705 5.985 0.290 0.00 0.08 -0.10 0.08
H -0.042 4.348 0.316 -0.03 -0.01 -0.12 0.05
H 1.042 5.736 0.251 0.06 0.01 -0.09 0.08
H -0.865 5.329 2.587 0.01 0.06 0.12 0.09
H 0.549 6.364 2.531 -0.05 -0.11 0.04 0.12
H 1.260 4.447 3.800 0.11 0.03 0.08 0.09
H 1.965 4.247 2.184 0.06 -0.14 0.10 0.10
H -1.323 3.741 3.967 0.10 0.00 0.09 0.09
H -1.603 2.001 3.882 -0.02 0.03 0.08 0.09
H -1.770 3.336 1.238 -0.12 0.11 0.01 0.08
H -3.017 3.873 2.374 0.09 0.04 -0.03 0.12
H -2.438 0.965 1.603 -0.04 -0.01 0.01 0.07
H -3.801 1.930 1.038 -0.09 -0.05 -0.05 0.08
H -3.685 1.499 2.749 -0.03 -0.07 -0.04 0.08
```
Forces are in eV/Å.

The energy above the lowest of the compared OMol25 structures with the same formula, charge and spin comes out at 22.7 kcal per mole. As for the maximum force: 3.33 eV Å⁻¹. Its total charge is +1. For the frontier orbital gap, the calculation gives 8.4898 eV.

Record 2
A cluster of 2 separate species, C4H11N3O2 in total in a non-equilibrium geometry, computed with ωB97M-V/def2-TZVPD.

```
20
Properties=species:S:1:pos:R:3:forces:R:3:lowdin_charge:R:1
C 3.429 -1.419 0.461 3.99 0.02 2.10 -0.03
C 2.257 -0.835 -0.145 -4.29 2.61 -2.39 -0.49
O 1.727 0.295 0.555 -0.16 -1.79 -1.61 0.00
O 1.660 -1.191 -1.183 2.08 0.30 2.47 0.02
H 3.917 -2.269 0.010 -1.43 -1.09 -0.48 0.07
H 3.206 -1.643 1.575 0.76 0.66 -1.81 0.13
H 4.491 -0.866 0.278 -2.87 0.19 1.09 0.15
C -2.166 0.606 1.730 -0.21 -2.09 -1.90 -0.10
C -1.477 0.521 -0.753 -1.33 0.94 1.11 -0.50
N -1.244 0.261 0.502 -0.19 -0.30 -0.28 -0.01
N -0.874 -0.065 -1.985 1.59 -0.97 2.89 0.06
N -2.405 1.483 -1.103 0.09 -1.19 -0.62 0.12
H 0.771 0.520 0.197 2.08 -1.04 1.10 0.10
H -3.257 0.662 1.507 0.61 -0.56 -0.64 0.06
H -2.096 1.514 2.283 1.35 0.90 0.19 0.04
H 0.168 -0.208 -1.668 -2.07 -0.01 -1.13 0.06
H -1.191 -1.071 -2.043 0.31 1.35 0.22 0.10
H -2.499 2.284 -0.549 -0.19 0.84 1.21 0.07
H -2.408 1.708 -2.064 -0.02 0.07 -1.04 0.07
H -2.009 -0.287 2.394 -0.12 1.15 -0.49 0.07
```
Forces are in eV/Å.

The energy above the lowest of the compared OMol25 structures with the same formula, charge and spin comes out at 62.3 kcal per mole. As for the SMILES: CN=C(N)N.CC(=O)O. As for the maximum force: 5.56 eV Å⁻¹. Its total charge is 0. For the frontier orbital gap, the calculation gives 9.8803 eV.

Record 3
A cluster of 2 separate species, C3H5Cl5 in total in a non-equilibrium geometry, computed with ωB97M-V/def2-TZVPD.

```
13
Properties=species:S:1:pos:R:3:forces:R:3:lowdin_charge:R:1
Cl -3.413 -0.443 -1.415 0.24 0.11 0.05 0.51
C -1.620 -0.348 -1.338 0.51 0.30 -0.19 -0.64
C -1.126 0.849 -0.442 0.55 -1.78 -1.62 -0.69
Cl -1.448 0.591 1.248 -0.44 -0.06 0.66 0.54
H -1.264 -0.250 -2.412 -0.31 0.02 1.44 0.09
H -1.287 -1.322 -0.923 -0.07 0.74 -0.28 0.05
H -1.599 1.751 -0.734 -0.44 0.78 -0.34 0.05
H -0.039 0.936 -0.613 -0.38 0.00 0.27 0.06
C 2.429 -0.406 1.385 0.09 0.12 0.98 -1.57
Cl 1.132 -1.493 0.973 -0.27 -0.44 -0.27 0.55
Cl 1.797 1.120 2.038 0.16 -0.03 -0.05 0.51
Cl 3.475 -0.095 0.020 0.22 -0.07 -0.10 0.54
H 2.962 -0.890 2.213 0.13 0.30 -0.55 0.02
```
Forces are in eV/Å.

The energy above the lowest of the compared OMol25 structures with the same formula, charge and spin comes out at 3.6 kcal per mole. As for the SMILES: ClC(Cl)Cl.ClCCCl. As for the maximum force: 2.47 eV Å⁻¹. Its total charge is 0. For the frontier orbital gap, the calculation gives 11.1818 eV.

Record 4
A cluster of 8 separate species, C4H23NO8 in total in a non-equilibrium geometry, computed with ωB97M-V/def2-TZVPD.

```
36
Properties=species:S:1:pos:R:3:forces:R:3:mulliken_spin:R:1
C 1.336 -0.158 -3.046 0.48 0.27 -0.16 0.00
N -0.040 0.006 -2.604 -0.09 -3.06 -0.62 0.52
C -0.158 -2.273 -1.431 0.48 -1.48 0.62 0.10
C -0.544 -0.778 -1.545 0.08 0.32 -0.24 0.06
C 0.152 -0.193 -0.249 -0.40 0.49 0.28 0.08
O -0.433 -0.104 0.773 -0.06 -0.09 -0.09 0.16
H 1.410 -0.794 -3.937 -0.51 0.26 -0.19 0.04
H 1.690 0.839 -3.311 0.39 -0.12 -0.03 0.03
H 1.997 -0.687 -2.360 -0.23 0.46 0.54 0.00
H -0.685 -0.098 -3.383 -0.26 1.20 -0.13 0.00
H -1.039 -2.918 -1.396 -0.39 0.56 -0.32 0.01
H 0.484 -2.700 -2.201 0.10 0.55 -0.19 0.00
H 0.309 -2.528 -0.473 0.31 0.36 -0.07 -0.01
H -1.632 -0.724 -1.531 -0.02 0.35 0.37 -0.02
H 1.189 0.129 -0.431 0.17 -0.17 0.26 0.03
H -3.799 -0.124 -0.407 -0.22 -0.11 0.21 0.00
H -3.231 -1.381 0.221 -0.31 -0.01 -0.16 0.00
O -3.477 -1.006 -0.636 0.40 -0.10 -0.12 0.00
H 3.807 -0.925 0.842 0.06 0.05 -0.62 0.00
H 2.546 -1.051 1.567 -0.57 -0.60 -0.32 0.00
O 2.862 -1.017 0.645 0.48 0.37 0.76 0.00
H 2.266 0.781 1.989 -0.12 0.42 -0.15 0.00
H 2.742 2.190 2.393 -0.01 -0.05 -0.24 0.00
O 2.617 1.297 2.718 0.66 -0.36 0.60 0.00
H 0.351 -1.375 2.800 0.06 0.11 -0.07 0.00
H 1.171 -2.534 3.297 0.21 -0.10 -0.10 0.00
O 1.064 -1.964 2.526 -0.32 0.07 0.28 0.00
H -1.151 2.962 -1.472 0.56 -0.11 0.26 0.00
H -0.703 3.401 0.024 0.52 -0.23 -0.37 0.00
O -1.323 3.502 -0.701 -0.98 0.35 0.20 0.00
H -0.502 2.109 1.772 -0.82 0.36 1.52 0.00
H 0.582 2.787 2.972 -1.42 -0.18 0.56 0.00
O 0.320 2.411 2.137 1.63 -0.04 -2.30 0.00
H -3.585 1.708 1.208 0.27 -0.01 0.15 0.00
H -2.870 0.385 1.665 0.10 0.44 0.03 0.00
O -3.721 0.823 1.564 -0.26 -0.18 -0.13 0.00
```
Forces are in eV/Å.

The energy above the lowest of the compared OMol25 structures with the same formula, charge and spin comes out at 47.9 kcal per mole. As for the maximum force: 3.12 eV Å⁻¹. As for the spin multiplicity: 2. Its total charge is +1. For the frontier orbital gap (spin up / spin down), the calculation gives 9.9844 / 5.4883 eV.